Formula: C7H4O
Source: OMol25
Level of theory: ωB97M-V with the def2-TZVPD basis set

Values from the calculation:
Net charge: 0
Frontier orbital gap (alpha / beta) (eV): 5.7 / 7.9
Max |F| (eV/Å): 4.790
2S+1: 3
HOMO (alpha / beta) (eV): -4.77 / -9.09
E (Ha): -343.96836

Positions of all 12 atoms, in Å:
O 3.026 0.543 -0.125
C -1.150 0.430 1.098
C -0.898 -0.849 0.472
C -0.090 -0.696 -0.670
C 2.900 -0.547 0.126
C 0.178 0.736 -0.662
C -0.345 1.472 0.479
C -1.504 0.341 -0.428
H 0.118 -1.439 -1.523
H 0.907 1.196 -1.436
H -1.750 0.566 1.978
H -1.393 -1.752 0.691